Record 1
One molecule with the formula C4H5N3O in a non-equilibrium geometry. Source: the Open Molecules 2025 dataset; level of theory: ωB97M-V with the def2-TZVPD basis set.

Atoms and positions in Å:
C1 1.1467 -0.4004 0.0009
C2 -0.0690 -0.9721 0.5444
C3 -1.3269 -0.2995 0.0125
C4 -0.1005 1.5191 0.0412
H1 3.3351 -0.1939 0.0025
H2 2.8929 -1.7597 -0.1060
H3 -0.3959 -2.0684 0.8386
H4 -2.3278 -1.8410 -0.5705
H5 0.0927 2.5533 0.5444
N1 2.4158 -0.7353 -0.1181
N2 -2.5273 -0.8736 -0.3504
N3 -1.2641 1.0952 0.2234
O1 1.0163 0.9778 -0.3234

Results
SMILES string: [H]/N=c1\cc(N)ocn1
E_tot: -10743.35173 eV
lowest unoccupied orbital energy: 0.28 eV
charge: 0
energy above the lowest of the compared OMol25 structures with the same formula, charge and spin: 4.263 eV
largest force on an atom: 7.43 eV/Å

---

Record 2
One molecule with the formula C4H5N3O in a non-equilibrium geometry. Source: the Open Molecules 2025 dataset; level of theory: ωB97M-V with the def2-TZVPD basis set.

Atoms and positions in Å:
C1 -0.5617 0.0721 -0.9889
C2 0.4762 -0.8420 -0.9570
C3 0.3621 0.2894 0.9075
C4 0.6903 0.7298 2.2529
H1 -2.2630 0.9130 -1.7744
H2 -1.8272 -0.4964 -2.4403
H3 0.8161 -1.5842 -1.6811
H4 1.7364 -1.2876 0.7070
H5 1.4275 0.0942 2.7887
N1 -1.4742 0.3404 -2.0393
N2 1.0298 -0.7065 0.2858
N3 -0.5734 0.7969 0.1445
O1 0.1611 1.6810 2.7949

Results
SMILES string: Nc1c[nH]c(C=O)n1
E_tot: -10746.53523 eV
lowest unoccupied orbital energy: 0.31 eV
charge: 0
energy above the lowest of the compared OMol25 structures with the same formula, charge and spin: 1.079 eV
largest force on an atom: 1.28 eV/Å

---

Record 3
C4H5N3O as an isolated structure in a non-equilibrium geometry. Source: the Open Molecules 2025 dataset; level of theory: ωB97M-V with the def2-TZVPD basis set.

Atoms and positions in Å:
C1 -0.9276 -0.5088 -0.4169
C2 1.3781 -0.6183 -0.2442
C3 0.3725 1.4284 0.4699
C4 -0.3635 0.8891 -0.7476
H1 -2.4040 -1.6970 0.4283
H2 0.4666 -2.0279 0.8496
H3 0.4167 2.4640 0.7448
H4 0.1594 0.6448 1.3685
H5 -0.8655 1.5764 -1.4133
N1 -2.1414 -0.7490 -0.0435
N2 0.2938 -1.3700 -0.3125
N3 1.0183 0.8590 -0.5213
O1 2.5964 -0.8906 -0.1616

Results
E_tot: -10742.65795 eV
lowest unoccupied orbital energy: -0.44 eV
charge: 0
energy above the lowest of the compared OMol25 structures with the same formula, charge and spin: 4.957 eV
largest force on an atom: 7.77 eV/Å

---

Which value of lowest unoccupied orbital energy does entry 3 give?
-0.44 eV

---

Which value of largest force on an atom does entry 2 give?
1.28 eV/Å